The following is a DFT calculation (ωB97M-V/def2-TZVPD) of a 2-piece molecular cluster, C5H13NO overall in a non-equilibrium geometry.

## Properties
multiplicity: 1
gap between HOMO and LUMO: 9.00 eV
E_HOMO: -8.2 eV
LUMO energy: 0.031 Eh
structure (SMILES): CC/C(C)=C/N.O

CARTESIAN COORDINATES (ANGSTROEM)
C: -1.68568 -1.01805 1.18471
C: -1.69000 0.10525 0.13181
C: -0.33908 0.25059 -0.52470
C: 0.39559 1.33743 -0.30648
N: 1.67750 1.56793 -0.84560
C: 0.11434 -0.77695 -1.52788
H: -1.31228 -1.96211 0.79927
H: -2.67351 -1.15876 1.63239
H: -1.04941 -0.70266 2.02332
H: -1.92787 1.03689 0.64178
H: -2.39738 -0.17104 -0.64588
H: 0.07426 2.10031 0.39088
H: 1.79210 1.22190 -1.78854
H: 1.94984 2.53862 -0.79449
H: -0.62606 -1.57714 -1.60483
H: 0.26032 -0.31277 -2.50997
H: 1.05698 -1.25220 -1.23506
H: 1.72172 -0.37970 2.32348
H: 2.26547 -0.12707 0.95033
O: 2.39314 -0.72047 1.70544

The following is a DFT calculation (ωB97M-V/def2-TZVPD) of a 2-piece molecular cluster, C5H13NO overall in a non-equilibrium geometry.

## Properties
multiplicity: 1
gap between HOMO and LUMO: 10.85 eV
E_HOMO: -10.1 eV
LUMO energy: 0.029 Eh
structure (SMILES): CC(N)=O.CCC

CARTESIAN COORDINATES (ANGSTROEM)
C: 1.36534 0.64473 -0.12969
C: 2.37402 0.22287 0.90476
C: 1.96335 0.40758 -1.54744
H: 0.42475 -0.08569 -0.08719
H: 1.06849 1.55523 -0.01818
H: 3.00076 1.18865 1.35274
H: 2.38509 -0.68383 -1.65565
H: 3.09068 -0.47976 0.49677
H: 2.02914 -0.29420 1.77147
H: 1.02042 0.45680 -2.20815
H: 2.53063 1.20284 -1.88349
C: -2.82051 0.25028 -0.35678
C: -2.22504 -1.01228 0.13664
O: -1.67785 -1.77045 -0.63662
N: -1.95506 -1.21014 1.55476
H: -2.05483 1.00561 -0.79098
H: -3.35656 0.93034 0.19944
H: -1.40539 -1.97590 1.78536
H: -2.22728 -0.52813 2.28490
H: -3.53013 0.17543 -1.17269

The following is a DFT calculation (ωB97M-V/def2-TZVPD) of a single C5H13NO molecule in a non-equilibrium geometry.

## Properties
multiplicity: 1
gap between HOMO and LUMO: 9.58 eV
E_HOMO: -8.5 eV
LUMO energy: 0.038 Eh
structure (SMILES): CCNC[C@@H](C)O

CARTESIAN COORDINATES (ANGSTROEM)
C: -1.46865 -0.38738 -1.09303
N: -0.75962 0.49257 -0.16605
C: 0.22193 -0.00172 0.77379
C: 1.73792 0.25779 0.43755
C: 2.47128 0.07360 1.74367
O: 2.05177 -0.71057 -0.59821
C: -2.91270 0.06472 -1.38649
H: -0.92530 -0.52068 -2.04642
H: -1.46512 -1.36986 -0.59343
H: -0.58167 1.38114 -0.60165
H: 0.11538 -1.07301 0.79750
H: 0.10523 0.46362 1.75876
H: 1.90379 1.29689 0.12382
H: 2.05849 0.80934 2.44709
H: 3.53167 0.42663 1.69760
H: 2.63297 -0.97622 2.11189
H: 1.15783 -0.89551 -0.91148
H: -3.63905 -0.11621 -0.62634
H: -2.99691 1.14767 -1.51768
H: -3.23922 -0.36278 -2.35088

The following is a DFT calculation (ωB97M-V/def2-TZVPD) of a 2-piece molecular cluster, C5H13NO overall in a non-equilibrium geometry.

## Properties
multiplicity: 1
gap between HOMO and LUMO: 10.85 eV
E_HOMO: -10.2 eV
LUMO energy: 0.025 Eh
structure (SMILES): C=NCCCC.O

CARTESIAN COORDINATES (ANGSTROEM)
C: -1.74424 -1.35297 -0.30799
C: -0.85047 -0.55445 -1.34935
C: -0.91435 0.94164 -1.03695
C: -0.33054 1.20681 0.28397
C: 1.98920 1.16908 0.38245
N: 0.89874 0.55281 0.78309
H: -1.83620 -2.31905 -0.75523
H: -1.16550 -1.50964 0.70028
H: -2.85682 -1.01919 -0.28672
H: 0.18783 -0.97945 -1.40177
H: -1.37493 -0.61527 -2.32128
H: -0.47685 1.53743 -1.78023
H: -2.07648 1.22826 -0.87698
H: -1.02151 0.74417 1.04057
H: -0.27350 2.32850 0.40056
H: 2.91793 0.76694 0.84770
H: 1.89105 1.74967 -0.51429
H: 1.82682 -0.91441 1.72012
H: 2.79876 -1.30946 2.67255
O: 2.41107 -1.65143 1.79949

The following is a DFT calculation (ωB97M-V/def2-TZVPD) of a 2-piece molecular cluster, C5H13NO overall in a non-equilibrium geometry.

## Properties
multiplicity: 1
gap between HOMO and LUMO: 10.82 eV
E_HOMO: -10.0 eV
LUMO energy: 0.031 Eh
structure (SMILES): CC(N)=O.CCC

CARTESIAN COORDINATES (ANGSTROEM)
C: 2.11875 -0.39068 0.33221
C: 3.57714 -0.19983 -0.09468
C: 1.05883 -0.60010 -0.81370
H: 2.08171 -1.32456 1.05874
H: 1.69476 0.32044 1.05428
H: 4.14795 -0.38516 0.74256
H: 0.07458 -0.78250 -0.45504
H: 1.02814 0.25763 -1.50405
H: 3.76877 0.82779 -0.39794
H: 3.87725 -0.68264 -1.03345
H: 1.41061 -1.35498 -1.49886
C: -2.18559 1.35262 0.01048
C: -2.51508 0.08042 0.78038
O: -1.91146 -0.49119 1.65601
N: -3.65599 -0.56070 0.33477
H: -1.42528 1.26021 -0.81027
H: -1.83510 2.16484 0.65634
H: -3.91220 -1.42638 0.70162
H: -4.41076 -0.01553 -0.26884
H: -2.98704 1.95031 -0.45057

The following is a DFT calculation (ωB97M-V/def2-TZVPD) of a 2-piece molecular cluster, C5H13NO overall in a non-equilibrium geometry.

## Properties
multiplicity: 1
gap between HOMO and LUMO: 10.84 eV
E_HOMO: -10.0 eV
LUMO energy: 0.031 Eh
structure (SMILES): CCC(N)=O.CC

CARTESIAN COORDINATES (ANGSTROEM)
C: -1.78493 1.39698 0.81188
C: -0.93387 1.91709 1.92459
H: -1.64979 1.90330 -0.14890
H: -1.38730 0.35688 0.62364
H: -2.85885 1.33397 0.92235
H: 0.11789 1.97693 1.64511
H: -1.15312 2.89619 2.33044
H: -0.82347 1.14545 2.76634
C: 0.44443 -1.39629 -0.72832
C: 1.09826 -2.18986 0.43185
C: 1.34452 -0.31562 -1.39152
O: 2.34249 0.21688 -1.03189
N: 0.75764 0.12903 -2.63712
H: -0.11641 -1.95468 -1.39610
H: -0.40418 -0.87773 -0.19582
H: 1.55753 -1.45670 1.15942
H: 1.90856 -2.75231 0.05130
H: 1.08620 0.95128 -3.22889
H: -0.10765 -0.40632 -2.94166
H: 0.56206 -2.87449 1.03331

The following is a DFT calculation (ωB97M-V/def2-TZVPD) of a 2-piece molecular cluster, C5H13NO overall in a non-equilibrium geometry.

## Properties
multiplicity: 1
gap between HOMO and LUMO: 9.58 eV
E_HOMO: -8.8 eV
LUMO energy: 0.029 Eh
structure (SMILES): C=CCCCN.O

CARTESIAN COORDINATES (ANGSTROEM)
C: -1.50229 0.32739 -0.88710
C: -0.39122 0.07318 -1.92748
C: 1.00648 -0.14280 -1.32275
C: 0.84936 -2.30742 -0.04728
C: 1.03218 -0.99747 -0.07138
N: -1.22364 1.39055 0.06429
H: -2.38936 0.63499 -1.45053
H: -1.75129 -0.58964 -0.35667
H: -0.43789 0.87731 -2.65794
H: -0.68806 -0.81820 -2.49241
H: 1.49698 -0.78446 -2.06217
H: 1.58514 0.75778 -1.15129
H: 1.23024 -3.04246 0.64360
H: 0.57231 -2.73797 -1.00960
H: 1.53734 -0.59643 0.80535
H: -1.25162 2.31448 -0.34440
H: -0.33099 1.28153 0.52716
H: 1.10078 1.40422 3.03843
H: 0.29343 0.37377 3.92611
O: 0.25074 1.18620 3.41864

The following is a DFT calculation (ωB97M-V/def2-TZVPD) of a single C5H13NO molecule in a non-equilibrium geometry.

## Properties
multiplicity: 1
gap between HOMO and LUMO: 10.10 eV
E_HOMO: -9.0 eV
LUMO energy: 0.040 Eh
structure (SMILES): CCNC[C@@H](C)O

CARTESIAN COORDINATES (ANGSTROEM)
C: -0.61435 2.15159 0.11427
N: -1.07771 0.79029 0.34273
C: -0.51158 -0.17105 -0.64522
C: -0.12741 -1.45895 0.04979
C: 0.37280 -2.46485 -0.99784
O: 0.98560 -1.20736 0.88971
C: 0.90002 2.27442 0.33514
H: -0.85819 2.49361 -0.90793
H: -1.12940 2.86453 0.76290
H: -2.08266 0.74103 0.24353
H: 0.37133 0.27943 -1.08709
H: -1.26754 -0.38789 -1.40542
H: -0.91937 -2.00877 0.54436
H: 0.99046 -1.95767 -1.73861
H: -0.46820 -2.90806 -1.53304
H: 0.90595 -3.28437 -0.52028
H: 0.67733 -0.70414 1.60363
H: 1.26985 3.27357 0.12356
H: 1.09585 2.07254 1.38782
H: 1.38796 1.56493 -0.32658

The following is a DFT calculation (ωB97M-V/def2-TZVPD) of a 2-piece molecular cluster, C5H13NO overall.

## Properties
multiplicity: 1
gap between HOMO and LUMO: 9.70 eV
E_HOMO: -8.9 eV
LUMO energy: 0.028 Eh
structure (SMILES): C=C(C)O.CCN

CARTESIAN COORDINATES (ANGSTROEM)
C: -2.47770 0.25054 -0.61859
C: -2.67369 -0.95577 0.29043
N: -2.03990 -0.19247 -1.93552
H: -1.98197 0.60731 -2.56517
H: -1.11714 -0.59929 -1.87471
H: -3.44321 0.76481 -0.74252
H: 0.39118 -0.18814 0.84623
H: -3.41307 -1.62608 -0.14094
H: -1.73753 -1.50756 0.39083
H: -3.00136 -0.64378 1.27758
C: 2.70438 -0.44852 1.37976
C: 2.12633 0.50315 0.37636
C: 2.84578 1.31775 -0.38076
O: 0.75838 0.50759 0.29252
H: -1.77313 0.95383 -0.14437
H: 2.31842 -1.46680 1.23816
H: 3.78805 -0.47245 1.30663
H: 2.43194 -0.12120 2.39127
H: 2.37799 1.98881 -1.06493
H: 3.91621 1.32829 -0.32217

The following is a DFT calculation (ωB97M-V/def2-TZVPD) of a 3-piece molecular cluster, C5H13NO overall in a non-equilibrium geometry.

## Properties
multiplicity: 1
gap between HOMO and LUMO: 5.12 eV
E_HOMO: -7.5 eV
LUMO energy: -0.088 Eh

CARTESIAN COORDINATES (ANGSTROEM)
C: 0.89908 1.16198 -0.87065
N: 2.04200 0.80166 -0.11926
C: -1.43772 1.35873 1.06154
C: -0.70941 -1.57023 0.58255
C: -1.39374 -0.68664 -0.35260
C: -1.83969 0.60018 0.01960
H: 0.12375 1.80087 -0.37568
H: 0.28088 0.26109 -1.09335
H: 1.12085 1.61571 -1.81121
H: 2.03286 -0.27745 -0.03257
H: -1.93333 2.30747 1.20566
H: -0.68779 0.95808 1.73024
H: -0.19606 -2.40398 0.11322
H: -1.41185 -1.96413 1.31461
H: 0.00717 -0.95785 1.13292
H: -1.84346 -1.07116 -1.25979
H: -2.53250 1.05749 -0.67637
H: 2.89412 1.10729 -0.56817
H: 2.55414 -2.38570 -0.22668
O: 2.03068 -1.71341 0.22597

The following is a DFT calculation (ωB97M-V/def2-TZVPD) of a 2-piece molecular cluster, C5H13NO overall in a non-equilibrium geometry.

## Properties
multiplicity: 1
gap between HOMO and LUMO: 10.80 eV
E_HOMO: -10.0 eV
LUMO energy: 0.030 Eh
structure (SMILES): CC(N)=O.CCC

CARTESIAN COORDINATES (ANGSTROEM)
C: 0.43989 -1.32228 -2.00214
C: 1.74616 -1.23583 -2.76124
C: 0.50190 -1.38475 -0.48340
H: -0.25804 -0.54156 -2.31501
H: -0.11953 -2.22165 -2.29307
H: 2.51113 -0.68072 -2.21017
H: 1.30320 -2.05788 -0.16076
H: 0.77332 -0.39014 -0.11901
H: 1.56690 -0.63931 -3.64978
H: 2.20029 -2.18043 -3.06165
H: -0.43917 -1.59685 0.00805
C: -0.52864 2.45911 1.77499
C: -1.29423 1.15241 1.71709
O: -1.48750 0.52571 0.70253
N: -1.93735 0.82668 2.89726
H: -0.96424 3.08623 1.00804
H: 0.53278 2.30581 1.59814
H: -2.33457 -0.10459 2.91108
H: -1.43190 0.98843 3.76044
H: -0.78039 3.01161 2.67861

The following is a DFT calculation (ωB97M-V/def2-TZVPD) of C5H13NO as an isolated structure in a non-equilibrium geometry.

## Properties
multiplicity: 1
gap between HOMO and LUMO: 5.92 eV
E_HOMO: -8.2 eV
LUMO energy: -0.085 Eh

CARTESIAN COORDINATES (ANGSTROEM)
C: 1.84477 -0.53535 0.21430
C: 0.53338 -0.35511 0.92898
C: -0.83744 -0.54398 0.21405
C: -0.80493 -0.20118 -1.29122
C: -1.17255 1.25240 -1.64653
O: -0.26353 2.23547 0.33559
N: 0.45155 -1.15535 2.12365
H: 1.78152 -1.33491 -0.56507
H: 2.05123 0.36235 -0.40390
H: 2.72429 -0.64513 0.85746
H: 0.51282 0.79571 1.02410
H: -1.56841 0.06130 0.74202
H: -1.07217 -1.62969 0.29941
H: 0.21170 -0.31684 -1.70077
H: -1.48502 -0.86114 -1.91098
H: -2.16207 1.43438 -1.26335
H: -0.99324 1.43237 -2.70387
H: -0.48035 1.93812 -0.61860
H: -0.44670 -1.06160 2.58081
H: 1.17513 -0.87185 2.78390